Run w
Density functional theory data (wB97M-V/def2-TZVPD) for an isolated ion of composition C4H13N2 and charge +2.

Geometry (Å):
C: 1.340 -0.527 -0.597
C: 0.361 0.577 -0.974
C: -0.578 1.086 0.152
C: -1.600 0.106 0.772
N: -2.057 -1.012 0.002
N: 2.213 -0.089 0.560
H: 0.794 -1.412 -0.302
H: 2.002 -0.734 -1.434
H: -0.339 0.139 -1.692
H: 0.721 1.457 -1.505
H: -0.100 1.559 1.014
H: -1.089 1.923 -0.299
H: -2.472 0.666 1.117
H: -1.101 -0.389 1.631
H: -1.848 -1.028 -1.004
H: -3.073 -1.168 0.074
H: 1.817 -0.304 1.478
H: 2.295 0.932 0.549
H: 3.151 -0.504 0.560

For the LUMO energy (alpha / beta), the calculation gives -7.255 / -12.502 eV. The charge is +2. The spin multiplicity is 2. Its expectation value of S² is 0.7541.



Run x
Density functional theory data (wB97M-V/def2-TZVPD) for C4H13N2 as an isolated structure.

Geometry (Å):
C: -0.468 0.498 -1.211
C: 0.747 -0.474 -1.422
C: 2.043 -0.167 -0.752
C: 1.915 -0.372 0.734
N: 1.120 0.823 1.217
N: -1.107 0.317 0.124
H: -0.197 1.541 -1.506
H: -1.232 0.182 -2.014
H: 0.958 -0.514 -2.469
H: 0.386 -1.445 -1.054
H: 2.750 -0.961 -1.046
H: 2.522 0.822 -1.016
H: 2.908 -0.360 1.213
H: -6.624 -0.320 2.202
H: 1.474 -1.365 1.005
H: -0.105 0.654 0.829
H: -6.449 -0.824 2.742
H: -1.923 0.916 0.251
H: 1.281 1.048 2.172

For the LUMO energy (alpha / beta), the calculation gives -15.498 / -14.292 eV. The charge is +2. The spin multiplicity is 2. Its expectation value of S² is 1.0904.



Which structure is most stable, and how do the rest compare? From most to least stable: run w, run x.